[1]
Here is a 9-piece molecular cluster, C5H28N2O9 overall in a non-equilibrium geometry from the OMol25 dataset. Energies are from ωB97M-V/def2-TZVPD.

## Properties
HOMO	-9.888	eV
Kohn-Sham gap	10.10	eV
energy above the lowest of the compared OMol25 structures with the same formula, charge and spin	40.70	kcal/mol
SMILES	CC[C@H](C)NC(N)=O.O.O.O.O.O.O.O.O

Geometry as ORCA input:
```
! RIJCOSX wB97M-V def2-TZVPD def2/J DEFGRID3
* xyz 0 1
C 0.15 0.20 1.08
C 1.43 0.20 0.20
C 2.76 0.10 0.92
C 3.23 1.29 1.76
N 1.31 -0.90 -0.77
C 1.06 -0.54 -2.07
N 0.77 -1.57 -2.95
O 1.36 0.57 -2.51
H 0.37 0.64 2.06
H 0.02 -0.83 1.40
H -0.59 0.80 0.57
H 1.37 1.15 -0.32
H 2.86 -0.86 1.45
H 3.50 -0.16 0.16
H 3.60 2.06 1.09
H 2.39 1.61 2.38
H 3.99 0.94 2.46
H 0.87 -1.74 -0.43
H 1.18 -1.45 -3.86
H 0.86 -2.49 -2.54
H -0.44 2.12 -1.99
H -1.24 0.97 -2.58
O -1.33 1.89 -2.29
H -1.61 -3.53 2.47
H -1.19 -2.02 2.45
O -1.25 -2.83 1.91
H -2.56 2.81 0.67
H -2.34 3.33 2.08
O -2.71 2.58 1.60
H -1.43 -1.87 -1.06
H -2.00 -2.61 0.20
O -1.93 -2.64 -0.77
H -2.83 0.90 -1.13
H -3.85 1.74 -1.97
O -3.75 1.07 -1.29
H -2.70 -0.16 2.47
H -2.04 0.99 3.18
O -2.15 0.03 3.25
H 0.39 -4.27 0.23
H -0.58 -4.08 -0.81
O 0.39 -4.02 -0.70
H 1.44 2.92 -2.52
H 2.00 4.11 -1.65
O 1.24 3.55 -1.82
*
```

[2]
Here is one molecule with the formula C4H10NP in a non-equilibrium geometry from the OMol25 dataset. Energies are from ωB97M-V/def2-TZVPD.

## Properties
HOMO	-7.669	eV
Kohn-Sham gap	8.37	eV
energy above the lowest of the compared OMol25 structures with the same formula, charge and spin	71.49	kcal/mol
SMILES	C=[PH2]/C(C)=N\C

Geometry as ORCA input:
```
! RIJCOSX wB97M-V def2-TZVPD def2/J DEFGRID3
* xyz 0 1
C -0.34 -0.78 0.18
C 0.40 -2.07 0.15
C -2.35 0.46 0.40
C 1.37 1.33 -1.45
N -1.58 -0.71 0.28
P 1.05 0.57 0.06
H -0.30 -2.86 0.08
H 1.19 -2.17 0.99
H 0.98 -2.16 -0.76
H -3.44 0.39 0.62
H -2.32 1.01 -0.59
H -1.88 1.14 1.10
H 2.16 2.08 -1.22
H 1.71 0.57 -2.15
H 0.43 1.66 0.89
H 2.03 0.05 0.84
*
```

[3]
Here is C43H40BrGeN6O2PZn as an isolated structure from the OMol25 dataset. Energies are from ωB97M-V/def2-TZVPD.

## Properties
HOMO	-7.679	eV
Kohn-Sham gap	7.80	eV
energy above the lowest of the compared OMol25 structures with the same formula, charge and spin	7.01	kcal/mol

Geometry as ORCA input:
```
! RIJCOSX wB97M-V def2-TZVPD def2/J DEFGRID3
* xyz 0 1
Zn 0.74 -2.25 1.32
C -4.10 -3.57 3.82
N -2.67 -3.49 3.55
C -1.74 -4.34 4.07
C -0.54 -3.95 3.56
N -0.73 -2.88 2.74
C -2.02 -2.60 2.75
P -2.86 -1.21 1.93
C -2.11 0.13 2.89
N -0.91 0.11 3.43
C -0.80 1.28 4.12
C -1.94 2.01 3.99
N -2.79 1.28 3.21
C -4.13 1.65 2.82
C -1.96 -1.16 0.35
N -0.67 -0.97 0.16
C -0.46 -1.00 -1.19
C -1.65 -1.21 -1.83
N -2.60 -1.30 -0.85
C -4.00 -1.61 -1.09
H -4.51 -4.48 3.38
H -4.60 -2.71 3.39
H -4.27 -3.58 4.90
H -2.00 -5.13 4.76
H 0.44 -4.36 3.73
H 0.11 1.52 4.66
H -2.23 2.98 4.37
H -4.31 2.68 3.13
H -4.87 1.01 3.29
H -4.25 1.60 1.74
H 0.52 -0.89 -1.63
H -1.89 -1.30 -2.87
H -4.32 -1.10 -2.00
H -4.60 -1.26 -0.26
H -4.14 -2.68 -1.21
Br 3.51 -2.38 -0.06
C 2.65 -3.24 -1.51
C 3.33 -3.30 -2.69
C 2.77 -3.95 -3.80
C 1.56 -4.55 -3.68
C 0.84 -4.51 -2.46
C -0.42 -5.16 -2.37
C -1.11 -5.12 -1.20
C -0.61 -4.38 -0.10
C 0.59 -3.70 -0.12
C 1.35 -3.81 -1.33
H 4.31 -2.85 -2.76
H 3.32 -3.99 -4.73
H 1.12 -5.09 -4.52
H -0.79 -5.70 -3.23
H -2.06 -5.65 -1.10
H -1.23 -4.35 0.78
O 2.47 0.15 4.01
C 2.13 -0.06 2.86
O 1.94 -1.24 2.36
C 1.88 1.13 1.93
C 2.28 0.92 0.47
Ge 1.70 2.36 -0.71
C 2.94 3.87 -0.67
C 3.38 4.42 0.54
C 4.26 5.49 0.57
C 4.72 6.03 -0.62
C 4.30 5.50 -1.83
C 3.42 4.43 -1.85
C -0.09 3.02 -0.24
C -0.24 4.12 0.61
C -1.50 4.60 0.93
C -2.64 4.00 0.40
C -2.50 2.90 -0.44
C -1.24 2.42 -0.75
C 1.61 1.65 -2.53
C 0.82 2.26 -3.51
C 0.72 1.73 -4.79
C 1.41 0.56 -5.11
C 2.20 -0.05 -4.15
C 2.30 0.49 -2.87
H 2.39 1.98 2.37
H 0.81 1.33 1.97
H 1.83 -0.01 0.11
H 3.37 0.80 0.36
H 3.04 4.00 1.48
H 4.59 5.89 1.51
H 5.41 6.87 -0.61
H 4.67 5.92 -2.76
H 3.11 4.01 -2.81
H 0.63 4.62 1.01
H -1.60 5.46 1.58
H -3.62 4.39 0.63
H -3.38 2.43 -0.87
H -1.14 1.58 -1.43
H 0.26 3.16 -3.27
H 0.10 2.21 -5.53
H 1.33 0.14 -6.10
H 2.73 -0.97 -4.39
H 2.92 -0.01 -2.13
*
```

[4]
Here is one molecule with the formula C27H43F2N3O5 in a non-equilibrium geometry from the OMol25 dataset. Energies are from ωB97M-V/def2-TZVPD.

## Properties
HOMO	-8.795	eV
Kohn-Sham gap	9.52	eV
energy above the lowest of the compared OMol25 structures with the same formula, charge and spin	0.90	kcal/mol
SMILES	CCCCCCCC/C=C/CCCCCCCC(=O)OC[C@H]1O[C@@H](n2ccc(N)nc2=O)C(F)(F)[C@@H]1O

Geometry as ORCA input:
```
! RIJCOSX wB97M-V def2-TZVPD def2/J DEFGRID3
* xyz 0 1
C 1.73 -4.02 -4.53
C 1.07 -5.02 -3.60
C 0.70 -4.42 -2.24
C 1.91 -4.26 -1.32
C 1.62 -3.41 -0.08
C 0.57 -4.03 0.84
C 0.30 -3.18 2.09
H 1.22 -3.04 2.66
H -0.41 -3.71 2.72
C -0.29 -1.81 1.72
C -0.82 -1.05 2.90
C -2.00 -0.46 2.92
C -2.48 0.44 4.02
H -3.43 0.07 4.42
H -1.75 0.45 4.83
C -2.71 1.86 3.48
C -1.55 2.38 2.63
C -0.22 2.48 3.39
C 0.95 2.82 2.47
C 0.97 4.29 2.04
C 2.12 4.57 1.07
C 1.83 3.94 -0.26
O 0.88 4.22 -0.96
O 2.76 3.04 -0.60
C 2.57 2.34 -1.82
H 3.53 2.31 -2.33
C 2.10 0.90 -1.56
O 0.92 0.89 -0.77
C -0.15 0.24 -1.42
N -1.40 0.87 -1.14
C -1.54 2.22 -1.15
C -2.71 2.79 -0.81
C -3.77 1.92 -0.41
N -3.63 0.61 -0.39
C -2.50 0.01 -0.76
O -2.32 -1.18 -0.79
N -4.95 2.41 0.01
H -5.15 3.39 -0.05
H -5.67 1.75 0.24
H -2.84 3.86 -0.82
H -0.67 2.81 -1.42
C 0.25 0.19 -2.91
F -0.27 -0.89 -3.54
F -0.21 1.28 -3.59
C 1.79 0.17 -2.89
O 2.34 -1.10 -2.99
H 1.85 -1.75 -2.46
H 2.18 0.74 -3.75
H -0.26 -0.80 -1.07
H 2.88 0.36 -1.00
H 1.83 2.87 -2.42
H 2.21 5.65 0.92
H 3.06 4.18 1.46
H 0.03 4.55 1.55
H 1.08 4.92 2.92
H 0.90 2.19 1.58
H 1.89 2.60 2.99
H -0.30 3.23 4.18
H -0.02 1.52 3.85
H -1.82 3.36 2.23
H -1.41 1.71 1.78
H -3.60 1.86 2.86
H -2.88 2.54 4.32
H -2.68 -0.57 2.08
H -0.14 -0.95 3.73
H -1.10 -1.95 1.00
H 0.49 -1.20 1.26
H -0.36 -4.14 0.30
H 0.91 -5.02 1.15
H 1.28 -2.42 -0.40
H 2.55 -3.27 0.48
H 2.26 -5.25 -1.00
H 2.73 -3.79 -1.87
H -0.02 -5.08 -1.75
H 0.21 -3.46 -2.39
H 0.15 -5.39 -4.07
H 1.73 -5.88 -3.45
H 1.06 -3.17 -4.71
H 1.95 -4.48 -5.49
H 2.66 -3.64 -4.12
*
```

[5]
Here is a 11-piece molecular cluster, C44H88O27 overall in a non-equilibrium geometry from the OMol25 dataset. Energies are from ωB97M-V/def2-TZVPD.

## Properties
HOMO	-9.393	eV
Kohn-Sham gap	9.88	eV
energy above the lowest of the compared OMol25 structures with the same formula, charge and spin	111.49	kcal/mol
SMILES	CCOC(=O)OC.CCOC(=O)OC.CCOC(=O)OC.CCOC(=O)OC.CCOC(=O)OC.CCOC(=O)OC.CCOC(=O)OC.CCOC(=O)OC.C1CCOC1.C1CCOC1.C1CCOC1

Geometry as ORCA input:
```
! RIJCOSX wB97M-V def2-TZVPD def2/J DEFGRID3
* xyz 0 1
C 4.78 0.79 -5.77
C 3.95 0.90 -7.05
O 4.13 -0.24 -7.91
C 3.66 -1.45 -7.59
O 3.22 -1.78 -6.53
O 3.93 -2.22 -8.64
C 3.77 -3.62 -8.52
H 4.49 -0.07 -5.19
H 4.65 1.72 -5.20
H 5.85 0.77 -5.98
H 4.14 1.80 -7.63
H 2.91 0.88 -6.71
H 3.54 -4.07 -9.48
H 2.90 -3.88 -7.92
H 4.68 -4.08 -8.13
C 5.95 -9.43 -4.14
C 6.55 -10.58 -3.33
O 6.51 -11.77 -4.13
C 6.84 -12.89 -3.50
O 7.09 -12.98 -2.33
O 6.77 -13.95 -4.38
C 6.88 -15.22 -3.79
H 6.64 -8.87 -4.77
H 5.67 -8.69 -3.38
H 5.07 -9.68 -4.73
H 6.00 -10.79 -2.41
H 7.60 -10.40 -3.10
H 6.12 -15.50 -3.06
H 7.84 -15.33 -3.28
H 6.89 -15.96 -4.59
C 7.83 -2.52 -7.75
C 7.11 -1.16 -7.58
O 7.96 -0.04 -7.82
C 8.85 0.32 -6.89
O 9.15 -0.31 -5.92
O 9.37 1.48 -7.35
C 10.33 2.08 -6.51
H 8.70 -2.54 -7.10
H 8.12 -2.71 -8.78
H 7.12 -3.31 -7.51
H 6.59 -1.11 -6.63
H 6.26 -1.18 -8.25
H 10.03 2.42 -5.51
H 10.64 2.95 -7.09
H 11.22 1.48 -6.35
C 3.37 -6.99 -10.64
C 1.95 -7.56 -10.64
O 1.44 -7.82 -11.93
C 0.14 -7.69 -12.19
O -0.70 -7.36 -11.39
O -0.12 -7.84 -13.48
C 0.88 -7.71 -14.46
H 3.32 -5.97 -11.02
H 3.93 -7.67 -11.28
H 3.78 -6.85 -9.64
H 1.39 -6.73 -10.21
H 2.04 -8.39 -9.94
H 1.27 -6.70 -14.53
H 0.40 -7.90 -15.42
H 1.75 -8.37 -14.54
C 9.69 -5.20 -12.33
C 9.30 -4.32 -11.17
O 8.18 -3.51 -11.59
C 6.96 -4.04 -11.46
O 6.61 -4.94 -10.74
O 6.20 -3.28 -12.22
C 4.76 -3.41 -12.08
H 8.82 -5.71 -12.76
H 10.46 -5.96 -12.17
H 10.09 -4.59 -13.15
H 10.16 -3.71 -10.88
H 8.90 -4.93 -10.36
H 4.13 -3.03 -12.87
H 4.50 -2.99 -11.11
H 4.61 -4.48 -11.93
C -0.26 -6.76 -0.77
C 0.42 -5.38 -0.58
O 0.23 -4.54 -1.72
C 0.80 -4.85 -2.87
O 1.40 -5.85 -3.18
O 0.76 -3.75 -3.63
C 1.26 -3.82 -4.96
H -1.22 -6.65 -1.28
H -0.50 -7.13 0.23
H 0.34 -7.50 -1.30
H 1.47 -5.42 -0.30
H -0.10 -4.88 0.23
H 1.14 -2.87 -5.46
H 0.58 -4.59 -5.35
H 2.25 -4.26 -5.06
C 7.49 -6.41 -6.32
C 6.68 -6.71 -7.59
O 5.36 -6.23 -7.45
C 4.49 -7.12 -6.91
O 4.75 -8.28 -6.72
O 3.31 -6.55 -6.77
C 2.32 -7.22 -5.99
H 8.48 -6.85 -6.48
H 7.11 -6.96 -5.47
H 7.66 -5.36 -6.08
H 6.69 -7.77 -7.87
H 7.20 -6.24 -8.43
H 2.58 -7.40 -4.94
H 2.04 -8.12 -6.52
H 1.46 -6.55 -5.97
C 3.07 -10.51 -8.12
C 1.63 -10.67 -8.60
O 0.76 -9.62 -8.15
C -0.49 -9.54 -8.66
O -0.90 -10.15 -9.61
O -1.16 -8.67 -7.94
C -2.55 -8.48 -8.32
H 3.54 -11.47 -8.32
H 3.20 -10.30 -7.07
H 3.58 -9.73 -8.69
H 1.23 -11.62 -8.24
H 1.64 -10.76 -9.69
H -3.16 -9.38 -8.25
H -2.63 -7.94 -9.26
H -2.91 -7.77 -7.58
C -2.36 -3.76 -6.89
C -1.20 -3.79 -7.86
C -0.96 -5.32 -7.89
O -1.12 -5.72 -6.54
C -2.03 -4.86 -5.90
H -3.32 -3.81 -7.41
H -2.57 -2.83 -6.35
H -0.31 -3.38 -7.38
H -1.37 -3.37 -8.85
H -0.02 -5.58 -8.38
H -1.75 -5.72 -8.53
H -1.68 -4.60 -4.89
H -2.90 -5.40 -5.49
C 4.83 -3.84 -4.40
C 6.09 -3.03 -4.14
C 6.21 -3.16 -2.60
O 5.61 -4.45 -2.29
C 5.04 -5.04 -3.47
H 4.80 -4.24 -5.42
H 3.91 -3.32 -4.15
H 6.10 -1.99 -4.48
H 6.95 -3.39 -4.71
H 5.63 -2.40 -2.10
H 7.28 -3.16 -2.37
H 4.05 -5.47 -3.28
H 5.61 -5.82 -3.98
C 12.78 -6.47 -8.58
C 12.56 -6.95 -7.15
C 11.22 -6.32 -6.78
O 10.50 -6.37 -8.02
C 11.38 -6.15 -9.15
H 13.24 -7.24 -9.20
H 13.54 -5.70 -8.75
H 13.35 -6.71 -6.44
H 12.45 -8.03 -7.16
H 11.38 -5.29 -6.44
H 10.83 -6.82 -5.90
H 11.20 -5.07 -9.26
H 11.07 -6.68 -10.04
*
```

Please write out number 2 again, unchanged.
Here is one molecule with the formula C4H10NP in a non-equilibrium geometry from the OMol25 dataset. Energies are from ωB97M-V/def2-TZVPD.

## Properties
HOMO	-7.669	eV
Kohn-Sham gap	8.37	eV
energy above the lowest of the compared OMol25 structures with the same formula, charge and spin	71.49	kcal/mol
SMILES	C=[PH2]/C(C)=N\C

Geometry as ORCA input:
```
! RIJCOSX wB97M-V def2-TZVPD def2/J DEFGRID3
* xyz 0 1
C -0.34 -0.78 0.18
C 0.40 -2.07 0.15
C -2.35 0.46 0.40
C 1.37 1.33 -1.45
N -1.58 -0.71 0.28
P 1.05 0.57 0.06
H -0.30 -2.86 0.08
H 1.19 -2.17 0.99
H 0.98 -2.16 -0.76
H -3.44 0.39 0.62
H -2.32 1.01 -0.59
H -1.88 1.14 1.10
H 2.16 2.08 -1.22
H 1.71 0.57 -2.15
H 0.43 1.66 0.89
H 2.03 0.05 0.84
*
```

Q: Which of these has the lowest energy above the lowest of the compared OMol25 structures with the same formula, charge and spin?
A: C27H43F2N3O5

Q: Kohn-Sham gap of number 5 (C44H88O27)?
A: 9.88 eV

Q: Which formula does entry 4 have?
A: C27H43F2N3O5